C5H5P | wB97M-V/def2-TZVPD

Structure (XYZ):
```
11
Properties=species:S:1:pos:R:3
C 1.372 -0.155 0.717
H -1.579 -0.641 -2.011
H 1.797 0.466 -1.550
H -1.574 -1.752 0.781
H 1.684 -0.789 1.548
C -1.713 -0.896 0.233
C -1.705 -0.338 -0.943
P -1.325 0.951 0.432
C 1.442 0.228 -0.541
H 1.034 1.952 0.904
C 0.566 0.973 0.429
```

Energy relative to the best compared isomer or geometry (same formula, charge and spin) (kcal per mole): 77.0
HOMO-LUMO gap (Eh): 0.340
LUMO energy (Ha): 0.033
Multiplicity: 1
SMILES: C1=CC1P1=CC=1
E_tot (eV): -14549.0346
HOMO level (eV): -8.335

These are the Löwdin partial charges, in e, on atoms 1 to 5: atom 1 (C): -0.12, atom 2 (H): 0.07, atom 3 (H): 0.11, atom 4 (H): 0.02, atom 5 (H): 0.11

C5H5P5 | wB97M-V/def2-TZVPD

Structure (XYZ):
```
15
Properties=species:S:1:pos:R:3
H -1.695 0.784 1.771
P 2.577 -1.517 -1.291
H -1.910 0.873 -0.612
P 3.434 -3.239 1.607
H -0.173 -0.418 3.036
C -0.613 -0.766 -1.068
P 2.199 -1.664 2.438
P 0.641 -2.199 -0.265
H -0.555 -0.666 -2.229
C -1.380 -0.045 -0.211
H 2.983 -0.266 -0.719
C 0.900 -1.387 1.349
C -0.250 -0.619 1.880
P 3.948 -2.983 -0.410
C -1.250 0.012 1.264
```

Energy relative to the best compared isomer or geometry (same formula, charge and spin) (kcal per mole): 31.3
HOMO-LUMO gap (Eh): 0.226
LUMO energy (Ha): -0.071
Multiplicity: 1
SMILES: C1=CC2=P#P=P#[PH]P2C=C1
E_tot (eV): -51706.2187
HOMO level (eV): -8.073

These are the Löwdin partial charges, in e, on atoms 1 to 5: atom 1 (H): 0.07, atom 2 (P): 0.21, atom 3 (H): 0.11, atom 4 (P): 0.09, atom 5 (H): 0.11